Record 1
Formula: C8H18N3O2S
Source: OMol25
Level of theory: the ωB97M-V functional and the def2-TZVPD basis

Properties
* max |F|: 0.12595 Eh/bohr
* total charge: +1
* energy relative to the best compared isomer or geometry (same formula, charge and spin): 0.0 kJ/mol
* HOMO level: -10.711 eV

Each line ends with the Löwdin charge.
Atoms and positions in Å:
C  0.447  1.642  -0.348  -0.148
C  -0.084  0.027  -0.549  -0.295
C  2.655  0.593  -0.561  -0.679
C  -0.438  2.763  -0.011  0.000
C  4.201  0.948  -0.703  0.029
C  -3.090  -1.419  1.255  -0.031
C  -1.545  -0.393  -0.363  -0.182
C  -1.648  -1.263  0.920  -0.405
N  1.772  1.793  -0.537  0.108
N  2.313  -0.209  -1.618  -0.172
N  -1.019  -2.559  0.673  0.132
O  0.776  -2.324  -1.174  -0.512
O  2.398  0.010  0.698  -0.018
S  0.765  -0.956  -1.790  0.986
H  -1.426  2.479  -0.389  0.096
H  -0.165  3.705  -0.394  0.089
H  -0.465  2.812  0.982  0.057
H  4.361  1.273  0.350  0.106
H  4.491  1.746  -1.440  0.103
H  4.582  0.078  -1.151  0.059
H  -3.594  -0.660  1.592  0.038
H  -3.377  -1.874  0.355  0.083
H  -3.221  -2.082  2.101  0.100
H  -2.117  0.507  -0.236  0.101
H  -1.781  -1.003  -1.270  0.129
H  -1.101  -0.832  1.794  0.169
H  2.236  2.791  -0.460  0.220
H  2.966  -0.233  -2.509  0.178
H  -0.214  -2.496  -0.069  0.050
H  -1.694  -3.358  0.223  0.235
H  -0.665  -3.009  1.623  0.219
H  2.647  -0.964  0.739  0.153

Record 2
Formula: C8H18NO2PS
Source: OMol25
Level of theory: the ωB97M-V functional and the def2-TZVPD basis

Properties
* max |F|: 0.12047 Eh/bohr
* energy relative to the best compared isomer or geometry (same formula, charge and spin): 373.9 kJ/mol
* HOMO level: -8.969 eV
* structure (SMILES): CCCC(=O)[P@@](=O)(SCC)N(C)C

Each line ends with the Löwdin charge.
Atoms and positions in Å:
C  0.524  3.448  1.616  -0.121
C  1.560  2.347  1.425  -0.223
C  0.820  1.229  0.518  -0.162
C  0.028  0.092  1.259  -0.296
O  0.476  -0.240  2.414  -0.001
P  -0.701  -1.424  0.193  0.563
O  -1.860  -2.037  0.906  -0.390
S  -1.376  -0.852  -1.887  0.620
C  -2.402  -2.282  -2.374  -0.592
C  -1.968  -2.729  -3.769  -0.205
N  0.618  -2.564  -0.085  -0.371
C  0.652  -3.919  0.517  -0.110
C  1.637  -2.295  -1.145  -0.146
H  -0.016  3.844  0.729  0.091
H  1.117  4.141  2.065  0.026
H  -0.226  3.123  2.356  0.088
H  2.005  2.024  2.326  0.087
H  2.414  2.775  0.871  0.106
H  1.700  0.796  -0.023  0.107
H  0.178  1.716  -0.257  0.103
H  -3.462  -2.053  -2.466  0.063
H  -2.182  -3.207  -1.699  0.107
H  -2.209  -1.991  -4.531  0.069
H  -0.911  -2.674  -3.701  0.016
H  -2.213  -3.773  -4.021  0.083
H  0.521  -4.771  -0.192  0.084
H  1.734  -3.961  0.809  0.083
H  -0.044  -4.038  1.363  0.083
H  2.631  -2.754  -0.888  0.083
H  1.286  -2.815  -2.067  0.068
H  1.830  -1.190  -1.439  0.087

Record 3
Formula: C8H18NO2S
Source: OMol25
Level of theory: the ωB97M-V functional and the def2-TZVPD basis

Properties
* max |F|: 0.09434 Eh/bohr
* total charge: +1
* energy relative to the best compared isomer or geometry (same formula, charge and spin): 428.2 kJ/mol
* HOMO level (alpha / beta): -12.103 / -12.715 eV

Each line ends with the Löwdin charge.
Atoms and positions in Å:
C  1.213  0.060  -1.563  -0.157
C  -0.224  -0.001  -1.006  -0.071
C  0.582  1.648  0.822  -0.312
C  0.153  2.867  0.065  -0.087
C  0.631  1.558  2.263  -0.076
C  0.254  -2.357  -0.040  0.046
C  -1.678  -1.944  -1.568  0.006
C  -1.688  -1.000  0.730  -0.018
N  -0.832  -1.369  -0.443  -0.352
O  3.156  1.509  -0.132  -0.242
O  2.216  -0.454  0.908  -0.326
S  2.044  0.713  0.056  0.668
H  1.748  -0.868  -1.896  0.123
H  1.171  0.857  -2.236  0.070
H  -1.031  0.754  -1.342  0.146
H  0.429  2.852  -0.992  0.076
H  0.471  3.877  0.588  0.146
H  -0.983  2.858  0.132  0.109
H  0.673  0.724  2.824  0.051
H  -0.006  2.204  2.800  0.091
H  1.652  1.974  2.442  0.140
H  0.005  -3.319  -0.441  0.102
H  1.105  -1.944  -0.615  0.068
H  0.289  -2.159  1.022  0.100
H  -2.746  -1.518  -1.520  0.142
H  -0.989  -1.903  -2.514  0.157
H  -1.792  -2.946  -1.360  0.054
H  -2.464  -1.848  0.779  0.140
H  -1.242  -0.817  1.719  0.104
H  -2.115  -0.007  0.521  0.100

Record 4
Formula: C8H18NOP
Source: OMol25
Level of theory: the ωB97M-V functional and the def2-TZVPD basis

Properties
* max |F|: 0.10088 Eh/bohr
* energy relative to the best compared isomer or geometry (same formula, charge and spin): 348.4 kJ/mol
* HOMO level: -9.156 eV
* structure (SMILES): C=C(O[PH2]=N)[C@@H](C)[C@H](C)CC

Each line ends with the Löwdin charge.
Atoms and positions in Å:
C  1.543  1.040  1.713  -0.046
C  1.033  1.108  0.510  -0.304
O  2.035  0.872  -0.536  -0.298
P  3.099  -0.390  -0.238  0.621
N  2.808  -1.195  1.026  -0.302
C  -0.440  1.188  0.002  -0.231
C  -0.819  2.377  -0.999  -0.020
C  -1.061  -0.148  -0.454  -0.380
C  -2.495  -0.014  -0.888  -0.057
C  -0.770  -1.223  0.582  -0.245
C  -1.082  -2.603  0.005  -0.118
H  0.906  0.995  2.664  0.128
H  2.500  1.357  1.855  0.045
H  4.286  0.470  -0.556  0.017
H  3.170  -1.168  -1.290  -0.034
H  2.438  -0.441  1.934  0.090
H  -0.927  1.390  0.989  0.142
H  -1.622  3.001  -0.557  0.092
H  -1.150  1.957  -1.865  0.018
H  0.011  3.019  -1.226  0.068
H  -0.477  -0.514  -1.297  0.135
H  -2.674  0.710  -1.733  0.096
H  -2.921  -0.893  -1.257  0.055
H  -3.095  0.365  -0.140  0.063
H  -1.398  -1.200  1.491  0.128
H  0.360  -1.287  0.660  0.095
H  -0.343  -2.752  -0.937  0.131
H  -2.140  -2.626  -0.139  0.048
H  -0.779  -3.394  0.684  0.062

Record 5
Formula: C8H18NSi
Source: OMol25
Level of theory: the ωB97M-V functional and the def2-TZVPD basis

Properties
* max |F|: 0.09374 Eh/bohr
* total charge: +1
* energy relative to the best compared isomer or geometry (same formula, charge and spin): 275.7 kJ/mol
* HOMO level: -13.394 eV

Each line ends with the Löwdin charge.
Atoms and positions in Å:
C  0.797  -2.055  2.183  0.184
C  0.487  -1.332  1.270  -0.169
C  2.341  1.113  1.112  -0.063
C  0.128  1.616  1.905  -0.042
C  -0.758  -2.363  -1.476  -0.163
C  -2.665  -0.181  -0.405  -0.170
C  -0.303  0.843  -2.577  -0.175
C  0.545  -0.285  0.255  -0.302
N  0.907  1.162  0.758  -0.222
Si  -0.831  -0.466  -1.126  0.651
H  0.845  -2.755  2.973  0.052
H  2.605  2.086  1.587  0.109
H  2.714  0.187  1.783  0.164
H  2.939  1.061  0.138  0.107
H  0.113  2.770  2.020  0.137
H  -0.988  1.404  1.764  0.122
H  0.523  1.250  2.912  0.132
H  -0.801  -2.795  -0.568  -0.038
H  -1.507  -2.943  -2.108  0.076
H  0.196  -2.464  -2.043  0.045
H  -2.882  0.856  -0.141  0.016
H  -3.387  -0.559  -1.125  0.023
H  -2.573  -0.998  0.384  0.047
H  0.405  0.588  -3.357  0.018
H  -1.258  1.014  -3.109  0.025
H  -0.085  1.875  -2.164  0.028
H  1.830  -0.328  -0.766  0.264
H  0.664  1.701  -0.080  0.144

Record 6
Formula: C8H18S4
Source: OMol25
Level of theory: the ωB97M-V functional and the def2-TZVPD basis

Properties
* max |F|: 0.09987 Eh/bohr
* energy relative to the best compared isomer or geometry (same formula, charge and spin): 414.1 kJ/mol
* HOMO level: -8.358 eV

Each line ends with the Löwdin charge.
Atoms and positions in Å:
C  3.539  -0.758  1.034  -0.116
C  3.615  0.161  -0.316  -0.302
C  2.330  0.746  -0.899  -0.714
C  1.308  -0.113  -1.656  -0.110
C  -2.887  -0.104  -0.191  -0.821
C  -2.921  -1.105  -1.317  -0.157
C  -1.907  -0.449  0.793  -0.435
C  -2.438  -0.182  2.226  -0.146
H  2.676  -1.574  0.935  0.091
H  4.458  -1.408  1.166  0.068
H  3.164  -0.197  1.950  0.055
H  4.014  -0.431  -1.218  0.127
H  4.294  0.978  -0.130  0.080
H  2.788  1.630  -1.552  0.131
H  1.914  -0.510  -2.391  0.038
H  0.677  -0.704  -0.927  0.086
H  0.575  0.569  -2.246  0.100
H  -3.789  -0.120  0.346  0.068
H  -3.828  -0.960  -1.986  0.082
H  -2.041  -1.080  -2.079  0.094
H  -2.940  -2.202  -0.802  0.129
H  -0.992  0.115  0.779  0.020
H  -1.500  -1.508  0.817  0.132
H  -1.471  0.253  2.984  0.135
H  -3.045  -1.087  2.708  0.079
H  -3.458  0.847  2.188  0.170
S  1.620  1.747  0.490  0.427
S  0.413  3.236  -0.207  0.085
S  -1.599  2.717  0.429  0.087
S  -2.567  1.493  -0.928  0.518

Record 7
Formula: C8H19BrN
Source: OMol25
Level of theory: the ωB97M-V functional and the def2-TZVPD basis

Properties
* max |F|: 0.11520 Eh/bohr
* total charge: +1
* energy relative to the best compared isomer or geometry (same formula, charge and spin): 126.9 kJ/mol
* HOMO level: -13.369 eV

Each line ends with the Löwdin charge.
Atoms and positions in Å:
C  0.581  -2.605  -0.672  -0.065
C  -1.601  -0.106  1.683  -0.035
C  -2.277  0.092  -0.752  -0.043
C  1.386  1.467  1.569  -0.129
C  1.302  1.771  -1.575  0.123
C  0.236  -1.207  -1.071  -0.238
C  -1.182  0.421  0.353  -0.316
C  1.349  0.693  0.268  -0.669
N  0.164  -0.286  0.072  -0.121
Br  3.004  -0.292  0.031  0.839
H  1.621  -2.635  -0.445  0.024
H  0.023  -2.981  0.313  0.144
H  0.382  -3.281  -1.443  0.069
H  -2.174  0.606  2.175  0.083
H  -2.307  -0.913  1.573  0.102
H  -0.802  -0.392  2.317  0.082
H  -2.513  -1.019  -0.905  0.116
H  -1.934  0.535  -1.676  0.069
H  -3.217  0.706  -0.446  0.134
H  0.493  2.015  1.712  0.056
H  1.645  0.876  2.528  0.124
H  2.236  2.211  1.436  0.111
H  2.059  2.576  -1.387  0.077
H  1.643  1.005  -2.262  0.036
H  0.356  2.092  -1.424  -0.017
H  -0.758  -1.172  -1.528  0.098
H  1.066  -0.834  -1.643  0.069
H  -0.963  1.515  0.253  0.142
H  0.185  -0.857  0.948  0.137

Record 8
Formula: C8H19FN4OPS
Source: OMol25
Level of theory: the ωB97M-V functional and the def2-TZVPD basis

Properties
* max |F|: 0.08081 Eh/bohr
* total charge: +1
* HOMO level: -11.819 eV
* structure (SMILES): CCCN[C@@]1([PH2]=S)NC(N)=[NH+][C@H](CCF)O1

Each line ends with the Löwdin charge.
Atoms and positions in Å:
C  3.510  -0.398  1.665  -0.116
C  3.617  -0.058  0.124  -0.218
C  2.221  -0.026  -0.643  -0.237
N  1.077  0.357  0.211  0.002
C  -0.096  0.795  -0.548  -0.641
P  0.188  2.480  -1.440  0.440
S  -0.805  2.579  -3.133  0.152
N  -0.541  -0.151  -1.597  0.143
C  -0.849  -1.384  -0.970  -0.259
N  -0.429  -2.593  -1.402  0.186
N  -1.705  -1.365  0.154  0.167
C  -1.577  -0.141  1.000  -0.307
C  -3.022  0.126  1.634  -0.070
C  -4.068  0.497  0.484  -0.176
F  -5.281  0.979  1.014  -0.058
O  -1.247  1.030  0.278  -0.069
H  4.574  -0.433  2.058  0.089
H  3.106  -1.440  1.773  0.079
H  2.973  0.374  2.280  0.072
H  4.171  0.927  0.031  0.115
H  4.262  -0.801  -0.438  0.119
H  2.374  0.647  -1.545  0.101
H  2.083  -1.068  -1.078  0.107
H  1.336  1.012  0.950  0.128
H  -0.230  3.490  -0.499  0.010
H  1.598  2.705  -1.647  -0.007
H  0.129  -0.256  -2.365  0.133
H  -1.168  -3.277  -1.593  0.144
H  0.543  -2.872  -1.495  0.129
H  -1.584  -2.223  0.707  0.169
H  -0.880  -0.362  1.863  0.170
H  -3.370  -0.868  2.049  0.126
H  -3.000  0.878  2.465  0.132
H  -3.685  1.283  -0.218  0.124
H  -4.224  -0.443  -0.128  0.122